1.
Here is 2 unconnected molecules or ions with the total composition C6H15NO2S at a distorted geometry from OMol25. Energies are from the ωB97M-V functional and the def2-TZVPD basis.

Last column: Mulliken charge in e.
Element x y z (Å)
C (0.265, -1.388, -2.396)  -1.2880
C (-1.642, -1.991, -0.701)  -1.0756
C (1.728, 1.177, 0.311)  -1.3123
C (0.635, 1.748, 2.440)  -1.2185
C (-0.197, -2.112, -1.151)  0.9657
C (0.380, 1.230, 1.029)  0.6019
N (0.644, -2.426, -0.229)  -0.7220
O (-0.984, 1.480, -1.213)  -0.4897
O (-2.250, 1.464, 0.934)  -0.4498
S (-0.950, 2.090, 0.120)  0.4879
H (-0.282, -0.541, -2.704)  0.2429
H (0.059, -1.996, -3.289)  0.3653
H (1.290, -1.245, -2.325)  0.4108
H (-1.855, -0.982, -0.442)  0.1009
H (-1.722, -2.879, 0.014)  0.2783
H (-2.323, -2.219, -1.411)  0.5231
H (2.221, 0.205, 0.320)  0.2183
H (2.352, 1.836, 0.714)  0.4852
H (1.468, 1.436, -0.782)  0.3388
H (1.468, 1.227, 3.013)  0.3510
H (0.831, 2.900, 2.348)  0.3181
H (-0.347, 1.665, 3.112)  0.2722
H (1.656, -2.404, -0.548)  0.2496
H (-0.170, 0.144, 0.989)  0.0445
H (-2.273, 1.582, 1.845)  0.3012

Output
Kohn-Sham gap, eV: 9.89
Energy relative to the best compared isomer or geometry (same formula, charge and spin), kcal per mole: 79.1

2.
Here is 2 unconnected molecules or ions with the total composition C6H15NO2Si at a distorted geometry from OMol25. Energies are from the ωB97M-V functional and the def2-TZVPD basis.

Last column: Mulliken charge in e.
Element x y z (Å)
C (-2.824, 1.482, 0.892)  0.8799
C (-1.055, -1.365, 1.777)  -1.6056
C (1.469, 0.911, 1.469)  -1.1101
C (-0.109, 1.935, -1.118)  -0.9433
C (1.494, -0.735, -1.182)  -1.0825
C (-1.193, -0.430, 0.569)  0.0478
N (-1.885, -1.163, -0.557)  -0.2065
O (-3.510, 0.985, 0.122)  -0.6116
O (-2.274, 2.184, 1.588)  -0.3601
Si (0.429, 0.388, -0.059)  0.2608
H (-0.568, -0.900, 2.670)  0.3040
H (-0.375, -2.248, 1.395)  0.3034
H (-1.993, -1.794, 2.232)  0.3806
H (0.730, 1.365, 2.184)  0.2857
H (1.911, 0.032, 1.949)  0.2900
H (2.131, 1.746, 1.313)  0.3784
H (-0.661, 1.513, -2.004)  0.2431
H (-0.758, 2.670, -0.574)  0.2909
H (0.776, 2.583, -1.477)  0.3113
H (2.161, -1.478, -0.659)  0.2854
H (0.763, -1.385, -1.658)  0.3351
H (2.264, -0.184, -1.795)  0.2836
H (-2.278, -2.025, -0.137)  0.3557
H (-2.740, -0.503, -0.681)  0.4234
H (-1.179, -1.354, -1.287)  0.2608

Output
Kohn-Sham gap, eV: 7.06
Energy relative to the best compared isomer or geometry (same formula, charge and spin), kcal per mole: 61.9

3.
Here is a molecular structure, C6H15NO3 from OMol25. Energies are from the ωB97M-V functional and the def2-TZVPD basis.

Last column: Mulliken charge in e.
Element x y z (Å)
C (-0.547, 2.462, -0.312)  -0.1810
C (1.976, 2.345, -1.652)  -0.9733
C (0.928, 0.208, -1.158)  -0.7457
N (1.123, 1.591, -0.752)  -0.1735
O (-0.614, 2.297, 0.912)  -0.7039
H (1.437, 1.649, 0.235)  0.3399
H (-0.256, 3.442, -0.729)  0.3111
H (-1.158, 1.858, -1.009)  0.2201
H (2.120, 3.352, -1.265)  0.3501
H (1.495, 2.409, -2.628)  0.3521
H (2.955, 1.871, -1.782)  0.3351
H (0.454, 0.190, -2.140)  0.3588
H (0.280, -0.286, -0.437)  0.1310
H (1.878, -0.332, -1.219)  0.3792
C (-1.396, -0.501, 2.181)  -0.5790
C (-0.641, -3.487, 0.159)  -0.9869
C (-1.207, -2.683, 1.304)  0.7182
O (-0.903, -1.387, 1.170)  -0.2459
O (-1.853, -3.131, 2.213)  -0.5779
H (-2.464, -0.667, 2.330)  0.2979
H (-0.877, -0.688, 3.122)  0.2758
H (-1.202, 0.511, 1.824)  0.2279
H (-1.174, -3.233, -0.752)  0.2606
H (0.408, -3.246, 0.020)  0.2887
H (-0.760, -4.545, 0.365)  0.3202

Output
Kohn-Sham gap, eV: 9.47
Energy relative to the best compared isomer or geometry (same formula, charge and spin), kcal per mole: 51.1

4.
Here is a molecular structure, C6H15NO3S at a distorted geometry from OMol25. Energies are from the ωB97M-V functional and the def2-TZVPD basis.

Last column: Mulliken charge in e.
Element x y z (Å)
C (-2.661, -0.555, -0.562)  -1.7867
C (-1.379, -0.720, 1.594)  -1.7299
C (-1.657, 1.496, 0.452)  -1.8019
C (3.101, -0.627, -1.346)  -0.9248
C (-0.233, -0.295, -0.561)  -2.0766
C (-1.471, -0.009, 0.244)  2.5336
N (1.178, 0.615, 0.274)  0.1304
O (2.130, -1.641, 0.910)  -0.5709
O (3.502, 0.400, 1.063)  -0.6747
O (1.534, 1.701, -0.543)  -0.3819
S (2.526, -0.381, 0.356)  1.1665
H (-3.576, -0.433, 0.012)  0.4275
H (-2.769, -0.014, -1.500)  0.4067
H (-2.531, -1.610, -0.783)  0.4000
H (-0.464, -0.423, 2.103)  0.3189
H (-2.236, -0.467, 2.217)  0.4321
H (-1.355, -1.799, 1.454)  0.3860
H (-2.600, 1.689, 0.959)  0.4681
H (-1.658, 2.019, -0.501)  0.3745
H (-0.847, 1.888, 1.060)  0.3274
H (3.299, 0.344, -1.776)  0.3060
H (4.001, -1.220, -1.274)  0.4091
H (2.328, -1.154, -1.887)  0.3242
H (-0.196, 0.150, -1.546)  0.4503
H (0.136, -1.309, -0.493)  0.7173
H (1.897, 2.354, 0.076)  0.3687

Output
Multiplicity: 3
Kohn-Sham gap (alpha / beta), eV: 5.36 / 7.53

Short version: energy = -840.9300; -732.2740; -518.0388; -915.9852 hartree, in the order given.